Below is C54H111F2HfN4O25S6 as an isolated structure, with properties calculated with ωB97M-V/def2-TZVPD.

```
203
C54H111F2HfN4O25S6 | OMol25 | ωB97M-V/def2-TZVPD
Hf 11.572 15.520 10.896
C 7.597 12.232 12.649
C 8.562 12.281 11.395
C 8.187 11.202 10.417
C 7.030 11.460 9.476
C 7.233 12.790 8.794
C 7.467 13.947 9.749
N 8.575 13.554 10.637
O 9.280 14.670 11.354
C 6.144 14.306 10.488
C 7.820 15.052 8.735
C 10.013 11.863 11.786
H 8.028 11.753 13.528
H 6.714 11.660 12.364
H 7.220 13.195 12.992
H 8.085 10.287 11.001
H 8.986 10.911 9.736
H 6.072 11.473 9.996
H 6.906 10.771 8.640
H 6.366 12.980 8.162
H 8.007 12.674 8.035
H 5.933 13.606 11.297
H 5.358 14.262 9.734
H 6.039 15.260 11.004
H 8.768 14.949 8.206
H 7.964 15.985 9.280
H 7.164 15.040 7.865
H 10.556 12.633 12.335
H 10.712 11.534 11.018
H 9.916 10.972 12.406
F 13.007 13.747 11.542
F 10.997 16.629 8.969
C 11.140 12.322 7.515
C 12.042 12.888 8.602
O 11.658 13.909 9.141
N 13.111 12.287 8.988
C 13.582 11.046 8.474
H 10.773 11.309 7.349
H 11.800 12.480 6.662
H 10.307 13.017 7.403
H 13.589 12.672 9.789
H 14.547 11.033 7.966
H 12.901 10.416 7.902
H 13.547 10.358 9.319
C 10.584 19.614 12.709
C 9.899 18.351 12.321
O 10.450 17.502 11.658
N 8.715 18.202 12.872
C 7.625 17.313 12.551
H 10.360 20.199 11.817
H 11.660 19.765 12.799
H 10.081 20.187 13.488
H 8.751 18.537 13.824
H 7.729 16.421 13.169
H 7.565 17.107 11.482
H 6.695 17.833 12.780
C 12.852 14.943 15.036
C 11.465 15.021 14.447
O 11.314 15.341 13.291
N 10.566 14.652 15.329
C 9.097 14.494 15.046
H 13.322 15.804 15.511
H 13.424 14.513 14.214
H 13.011 14.165 15.783
H 10.855 14.538 16.290
H 8.486 15.275 15.498
H 8.883 13.502 15.441
H 8.664 14.506 14.046
C 10.380 12.503 0.973
C 11.207 12.409 2.190
O 10.634 13.082 3.252
C 10.677 14.336 3.426
O 11.042 15.155 2.558
O 10.261 14.534 4.773
C 10.239 15.826 5.390
H 10.345 13.517 0.573
H 9.365 12.131 1.103
H 10.853 11.913 0.189
H 12.109 12.913 1.841
H 11.620 11.495 2.618
H 10.064 15.852 6.466
H 9.525 16.406 4.806
H 11.115 16.441 5.183
C 7.885 19.515 0.962
C 7.595 18.035 1.167
O 7.658 17.571 2.496
C 6.688 16.921 3.024
O 5.654 16.574 2.502
O 7.005 16.895 4.362
C 6.088 16.284 5.229
H 8.938 19.732 1.144
H 7.414 20.208 1.659
H 7.650 19.867 -0.042
H 8.489 17.523 0.814
H 6.724 17.651 0.635
H 6.412 15.243 5.199
H 5.032 16.310 4.959
H 6.279 16.619 6.249
C 7.925 6.554 7.675
C 8.332 7.668 6.688
O 9.749 7.981 6.606
C 10.337 7.925 5.394
O 9.817 7.540 4.285
O 11.645 8.244 5.625
C 12.475 8.127 4.494
H 8.331 5.586 7.381
H 6.853 6.356 7.678
H 8.153 6.857 8.697
H 7.952 8.625 7.047
H 7.859 7.553 5.713
H 12.657 9.100 4.037
H 12.058 7.503 3.702
H 13.447 7.724 4.777
C 8.923 20.938 5.836
C 8.582 19.457 5.855
C 9.288 19.006 7.151
S 10.966 19.777 7.142
O 11.705 18.644 6.513
O 11.306 20.307 8.499
C 10.444 21.128 5.996
H 8.254 21.531 6.459
H 8.663 21.371 4.870
H 8.893 18.897 4.973
H 7.494 19.426 5.928
H 9.242 17.990 7.541
H 8.783 19.476 7.995
H 10.965 21.092 5.039
H 10.909 22.041 6.368
C 1.957 13.839 4.643
C 1.449 13.572 6.127
C 2.450 12.488 6.745
S 4.126 12.855 6.168
O 4.864 11.580 6.032
O 4.583 14.003 6.900
C 3.445 13.460 4.526
H 1.945 14.922 4.528
H 1.386 13.351 3.852
H 0.407 13.270 6.232
H 1.769 14.453 6.682
H 2.055 11.515 6.452
H 2.439 12.394 7.831
H 3.492 12.532 3.956
H 4.109 14.141 3.994
C 3.687 9.459 12.642
C 3.865 8.184 13.441
C 3.632 6.975 12.470
S 4.606 7.549 10.960
O 3.755 7.446 9.778
O 5.937 6.947 11.000
C 4.676 9.430 11.477
H 4.089 10.246 13.280
H 2.644 9.552 12.339
H 3.129 8.075 14.238
H 4.861 8.004 13.845
H 2.601 6.758 12.189
H 4.054 6.006 12.737
H 4.468 9.991 10.566
H 5.612 9.749 11.936
C 8.770 8.796 13.475
C 9.592 9.344 14.642
C 10.632 8.153 14.880
S 9.800 6.462 14.755
O 9.263 6.064 16.055
O 10.600 5.597 13.828
C 8.349 7.326 13.845
H 9.330 8.910 12.547
H 7.993 9.561 13.487
H 8.919 9.542 15.476
H 10.240 10.147 14.291
H 11.066 8.093 15.878
H 11.433 8.139 14.141
H 7.510 7.349 14.540
H 8.079 6.785 12.938
C 5.462 12.590 15.767
C 4.148 12.931 15.225
C 4.066 14.460 15.121
S 4.951 15.004 16.656
O 3.914 15.241 17.641
O 5.784 16.066 16.208
C 5.720 13.299 17.026
H 6.254 12.709 15.027
H 5.375 11.505 15.718
H 3.464 12.488 15.949
H 3.874 12.490 14.267
H 3.074 14.898 15.238
H 4.558 14.992 14.307
H 5.176 13.009 17.926
H 6.765 13.527 17.234
C 2.895 17.714 8.748
C 3.387 18.322 7.480
C 3.821 19.749 7.827
S 4.600 19.871 9.497
O 3.936 20.739 10.472
O 6.046 19.752 9.370
C 3.974 18.108 9.784
H 2.935 16.640 8.564
H 1.886 18.008 9.035
H 2.697 18.240 6.640
H 4.346 17.857 7.251
H 2.982 20.444 7.842
H 4.313 20.363 7.072
H 3.728 18.075 10.846
H 4.791 17.389 9.746
```

Values from the calculation:
Spin multiplicity: 1
E_LUMO (eV): -3.73
Total charge: +1
Energy above the lowest of the compared OMol25 structures with the same formula, charge and spin (kJ/mol): 0.0